Record 1
DFT (ωB97M-V/def2-TZVPD) results for the molecule C17H11F10N3O2 at a distorted geometry.

The electronic energy is -1967.7736 a.u. As for the HOMO-LUMO gap: 8.53 eV. The energy above the lowest of the compared OMol25 structures with the same formula, charge and spin is 61.9 kcal/mol. Its highest occupied orbital energy is -8.45 eV. As for the spin multiplicity: 1. As for the structure (SMILES): Cn1cc(C(N)=O)c(Nc2ccc(C(F)(F)C(F)(F)C(F)(F)C(F)(F)F)cc2F)cc1=O.

Each line ends with the natural charge from an NBO analysis.
Atoms and positions in Å:
O -0.424 0.093 -4.267  -0.6317
O -4.208 -2.882 -0.012  -0.5992
F -0.726 2.848 -0.080  -0.3210
F 5.180 4.737 3.013  -0.2955
F 5.991 2.789 2.803  -0.2911
F 6.147 3.661 4.815  -0.3266
F 2.608 -0.369 3.667  -0.3173
F 1.409 1.482 4.216  -0.3149
F 2.977 3.664 3.884  -0.3073
F 4.021 2.254 5.213  -0.2731
F 3.384 2.378 1.717  -0.2992
F 4.581 0.727 2.559  -0.3217
C -1.506 -0.472 -4.240  0.6496
C -3.563 -2.444 -0.918  0.6269
C -2.736 -1.294 -0.640  -0.3695
C -2.181 -1.166 -3.071  -0.2426
C -2.086 -0.605 -1.654  0.2629
C -2.910 -2.277 -3.293  0.0987
C 0.140 -0.745 0.416  -0.2124
C 0.932 -0.559 1.532  -0.1892
C 0.482 1.817 1.603  -0.2662
C -0.295 1.675 0.460  0.4409
C -0.467 0.389 -0.127  0.0835
C 1.144 0.662 2.142  -0.0846
N -1.932 -0.601 -5.506  -0.8109
N -1.148 0.394 -1.292  -0.6204
N -3.652 -2.932 -2.263  -0.4182
C -4.374 -4.212 -2.536  -0.4107
C 5.342 3.540 3.643  0.9289
C 2.205 0.883 3.280  0.6424
C 3.976 2.748 3.988  0.5666
C 3.570 1.705 2.880  0.5928
H -2.589 -1.040 0.369  0.2396
H -2.916 -2.657 -4.271  0.2073
H 0.065 -1.673 -0.159  0.2410
H 1.467 -1.297 1.961  0.2207
H 0.929 2.704 2.064  0.2373
H -1.596 0.107 -6.194  0.4298
H -2.823 -1.085 -5.597  0.3718
H -0.738 0.837 -2.107  0.4313
H -4.212 -4.582 -3.560  0.2060
H -5.513 -4.190 -2.482  0.2243
H -3.955 -5.012 -1.957  0.2210



Record 2
DFT (ωB97M-V/def2-TZVPD) results for a structure of composition C20H18F3O3Zr at a distorted geometry.

The electronic energy is -1345.0736 a.u. As for the HOMO-LUMO gap: 7.30 eV. The energy above the lowest of the compared OMol25 structures with the same formula, charge and spin is 0.0 kcal/mol. The total charge is +1. Its highest occupied orbital energy is -11.73 eV. As for the spin multiplicity: 1.

Each line ends with the natural charge from an NBO analysis.
Atoms and positions in Å:
C -1.289 1.731 2.905  -0.2468
C -0.493 0.598 3.253  -0.3073
C 0.500 0.410 2.231  -0.3806
H -0.535 0.028 4.169  0.2691
C 0.308 1.466 1.261  -0.3442
C -0.820 2.246 1.650  -0.3550
H -1.134 3.169 1.174  0.2697
H -2.034 2.215 3.546  0.2718
H 1.372 -0.253 2.304  0.2649
H 0.972 1.765 0.452  0.2657
C -1.842 -1.239 -1.034  -0.3717
C -3.154 -0.823 -0.620  -0.3455
C -3.205 0.614 -0.655  -0.3183
H -4.004 -1.487 -0.493  0.2759
C -1.939 1.093 -1.116  -0.3419
C -1.129 -0.043 -1.409  -0.2643
H -0.280 0.006 -2.119  0.2866
H -1.517 -2.270 -1.186  0.2733
H -4.107 1.226 -0.582  0.2784
H -1.664 2.118 -1.346  0.2651
Zr -1.590 -0.023 1.048  2.0991
O 0.972 -0.700 -0.556  -0.5670
C 1.976 -1.538 0.019  -0.0918
C 2.450 -0.176 -0.484  0.0730
H 1.801 -1.682 1.089  0.1812
H 2.276 -2.412 -0.587  0.2120
H 2.609 0.624 0.249  0.2088
H 4.525 1.614 -1.154  0.2182
C 4.297 0.891 -1.942  -0.1918
C 3.223 -0.040 -1.745  -0.0951
C 2.830 -0.788 -2.881  -0.2090
H 1.916 -1.373 -2.850  0.2125
C 3.645 -0.874 -4.013  -0.1902
H 3.353 -1.571 -4.800  0.2252
C 4.793 -0.092 -4.119  -0.1938
H 5.477 -0.287 -4.948  0.2305
C 5.130 0.788 -3.074  -0.2005
H 6.055 1.369 -3.145  0.2329
F -5.759 -1.416 2.549  -0.2973
C -4.780 -1.086 3.431  0.9183
F -5.176 -0.024 4.172  -0.2946
F -4.532 -2.128 4.251  -0.2868
C -3.509 -0.668 2.609  0.7029
O -3.481 0.475 2.036  -0.6563
O -2.505 -1.454 2.458  -0.6854



Record 3
DFT (ωB97M-V/def2-TZVPD) results for the molecule C5H7N3 at a distorted geometry.

The electronic energy is -358.7682 a.u. As for the HOMO-LUMO gap: 8.01 eV. The energy above the lowest of the compared OMol25 structures with the same formula, charge and spin is 157.0 kcal/mol. Its highest occupied orbital energy is -8.56 eV. As for the spin multiplicity: 1. As for the structure (SMILES): CC1=NC=NNC=C1.

Each line ends with the natural charge from an NBO analysis.
Atoms and positions in Å:
C 0.366 -2.275 1.034  -0.6300
C 0.485 -1.060 0.232  0.2965
C 0.721 1.241 0.694  0.2151
C -0.631 0.226 -1.446  0.0898
C -0.296 -1.035 -0.925  -0.3995
H 0.929 -2.309 1.938  0.2409
H 0.886 -3.132 0.328  0.1946
H -0.651 -2.722 0.949  0.2451
H 1.485 1.612 1.292  0.1816
H -1.205 2.182 -1.639  0.3695
H -0.854 0.015 -2.498  0.2027
H -0.143 -1.654 -1.771  0.2197
N 0.810 -0.133 1.019  -0.4798
N -0.249 2.156 0.277  -0.2616
N -1.176 1.324 -0.743  -0.4846



Record 4
DFT (ωB97M-V/def2-TZVPD) results for a cluster of 2 separate species, C6H12N2O in total at a distorted geometry.

The electronic energy is -420.4600 a.u. As for the HOMO-LUMO gap: 9.72 eV. The energy above the lowest of the compared OMol25 structures with the same formula, charge and spin is 77.7 kcal/mol. Its highest occupied orbital energy is -8.96 eV. As for the spin multiplicity: 1. As for the structure (SMILES): [H]/N=C/N(C)C.C#CCO.

Each line ends with the natural charge from an NBO analysis.
Atoms and positions in Å:
C 1.702 -1.118 1.227  -0.0799
O 2.495 -0.277 0.503  -0.7708
C 0.499 -0.412 2.006  -0.0261
C -0.215 0.106 2.824  -0.3101
H 1.922 0.570 0.093  0.4941
H 1.198 -1.879 0.605  0.1572
H 2.302 -1.611 2.000  0.1965
H -0.849 0.528 3.551  0.2314
C -2.133 -0.233 -0.785  -0.3933
C -0.011 -0.372 -2.011  -0.4269
N -0.804 0.275 -0.995  -0.4081
C -0.312 1.281 -0.258  0.3593
N 0.915 1.674 -0.361  -0.8247
H 1.126 2.492 0.195  0.3706
H -1.032 1.716 0.441  0.1744
H -2.630 0.306 0.018  0.2115
H -2.078 -1.291 -0.503  0.2003
H 1.048 -0.236 -1.806  0.2470
H -0.196 -1.448 -2.060  0.2031
H -0.215 0.062 -2.993  0.1991
H -2.730 -0.134 -1.691  0.1952



Record 5
DFT (ωB97M-V/def2-TZVPD) results for a cluster of 9 separate species, C9H36N4O9 in total at a distorted geometry.

The electronic energy is -1260.6461 a.u. As for the HOMO-LUMO gap: 9.70 eV. The energy above the lowest of the compared OMol25 structures with the same formula, charge and spin is 0.6 kcal/mol. Its highest occupied orbital energy is -9.28 eV. As for the spin multiplicity: 1. As for the structure (SMILES): NC(N)=O.NC(N)=O.CO.CO.CO.CO.CO.CO.CO.

Each line ends with the natural charge from an NBO analysis.
Atoms and positions in Å:
C -1.547 -4.190 -0.593  0.7974
O -1.974 -4.104 0.534  -0.6819
N -1.002 -5.289 -1.205  -0.8446
N -1.491 -3.099 -1.428  -0.8532
H -0.592 -5.218 -2.115  0.3899
H -0.930 -6.228 -0.777  0.4113
H -1.544 -2.137 -1.095  0.4180
H -1.148 -3.132 -2.385  0.3857
C -0.719 -1.789 3.121  0.7844
O -0.265 -0.694 3.467  -0.7409
N -0.152 -2.971 3.503  -0.8560
N -1.768 -1.920 2.329  -0.8346
H -0.661 -3.847 3.741  0.4158
H 0.641 -2.700 4.009  0.3906
H -1.835 -2.765 1.773  0.4420
H -2.010 -0.991 2.029  0.3910
C -2.466 1.779 -4.601  -0.2491
O -1.723 1.970 -3.375  -0.7941
H -2.877 2.744 -4.983  0.1781
H -1.883 1.222 -5.334  0.1685
H -3.263 1.098 -4.386  0.1806
H -1.083 2.736 -3.536  0.5145
C -2.505 1.152 -0.111  -0.2508
O -1.828 0.448 -1.151  -0.7812
H -2.766 0.414 0.611  0.1683
H -1.901 1.935 0.341  0.1791
H -3.362 1.665 -0.655  0.1807
H -1.601 1.070 -1.835  0.5131
C 3.180 -1.428 4.528  -0.2481
O 3.084 -0.950 3.240  -0.7172
H 4.192 -1.205 4.777  0.1832
H 2.576 -0.890 5.305  0.1631
H 2.939 -2.487 4.611  0.1433
H 2.108 -0.914 3.080  0.4734
C 1.279 2.169 2.949  -0.2372
O -0.066 2.046 3.188  -0.7569
H 1.360 3.119 2.338  0.1642
H 1.824 2.375 3.889  0.1526
H 1.778 1.296 2.514  0.1655
H -0.407 1.166 3.167  0.4990
C -0.010 4.551 -1.841  -0.2573
O 0.279 4.076 -3.194  -0.7747
H -0.293 3.714 -1.213  0.1725
H 0.954 5.028 -1.491  0.1821
H -0.826 5.345 -1.904  0.1881
H 1.071 3.500 -3.102  0.5015
C 1.366 -0.837 0.247  -0.2594
O 0.704 -0.271 -0.836  -0.7626
H 1.162 -0.226 1.171  0.1666
H 1.085 -1.867 0.477  0.1616
H 2.447 -0.934 0.045  0.1905
H -0.227 -0.194 -0.583  0.4998
C 2.313 1.023 -3.166  -0.2410
O 1.770 1.834 -2.179  -0.7778
H 1.538 0.621 -3.848  0.1564
H 2.905 1.700 -3.767  0.1735
H 2.919 0.202 -2.738  0.1675
H 1.251 1.281 -1.557  0.5052



Record 6
DFT (ωB97M-V/def2-TZVPD) results for a structure of composition H20O38S7Zn5 at a distorted geometry.

The electronic energy is -14555.5631 a.u. As for the HOMO-LUMO gap: 4.49 eV. The total charge is -4. Its highest occupied orbital energy is 1.25 eV. As for the spin multiplicity: 1.

Each line ends with the natural charge from an NBO analysis.
Atoms and positions in Å:
Zn 1.769 2.627 1.445  1.7731
Zn 2.007 0.222 -2.669  1.7664
Zn 0.014 -3.088 -0.494  1.7570
Zn 0.057 -1.819 2.486  1.7844
Zn -3.052 1.074 1.380  1.7671
S 1.716 -3.102 -2.512  2.6176
O 1.981 -3.256 -1.043  -1.1017
O 2.201 -1.764 -2.949  -1.1438
O 2.310 -4.154 -3.297  -1.0093
O 0.189 -3.023 -2.514  -1.1816
S -0.115 0.132 -0.044  2.6877
O 0.697 1.045 0.745  -1.1059
O -1.560 0.560 0.052  -1.1803
O 0.296 0.084 -1.465  -1.0786
O -0.023 -1.282 0.479  -1.1570
S -1.038 1.041 4.138  2.6429
O -1.828 0.640 5.279  -0.9922
O -0.328 -0.096 3.484  -1.1530
O -1.952 1.625 3.047  -1.2135
O -0.060 2.089 4.530  -1.0793
S 4.017 0.535 0.268  2.6567
O 3.186 0.143 -0.919  -1.1173
O 4.014 -0.578 1.275  -1.0727
O 5.372 0.862 -0.093  -1.0190
O 3.404 1.746 0.959  -1.2208
S 3.330 2.468 -3.474  2.5671
O 4.339 3.076 -2.652  -1.0294
O 3.594 0.990 -3.695  -1.1472
O 1.930 2.374 -2.857  -1.1649
O 3.289 3.165 -4.781  -1.0884
S -0.443 -5.068 1.233  2.5607
O -0.363 -5.051 -0.278  -1.1292
O 0.240 -6.228 1.848  -1.0438
O 0.191 -3.709 1.590  -1.2188
O -1.852 -5.097 1.649  -1.0336
S -3.389 -1.813 2.645  2.5976
O -3.831 -0.643 1.707  -1.2575
O -4.168 -2.985 2.292  -1.0090
O -1.926 -1.932 2.276  -1.1605
O -3.632 -1.390 4.019  -1.0255
O -2.094 -2.628 -0.692  -0.9832
H -2.653 -2.804 -1.458  0.4830
H -2.678 -2.252 0.001  0.5240
O -2.649 2.990 0.594  -0.9894
H -3.206 3.749 0.391  0.4823
H -1.853 3.068 0.024  0.5363
O 2.015 1.664 3.261  -1.0483
H 1.262 2.011 3.844  0.5050
H 2.235 0.815 3.631  0.5009
O 1.457 3.670 -0.278  -1.0584
H 1.467 4.636 -0.230  0.4665
H 1.808 3.405 -1.257  0.5876
O -1.714 -1.492 -3.860  -1.0142
H -0.917 -2.054 -3.513  0.5415
H -1.580 -1.465 -4.814  0.4384
O 0.004 3.562 1.966  -1.0257
H -0.721 3.148 2.522  0.5612
H -0.358 4.385 1.630  0.4783
O 0.700 0.283 -4.363  -0.9543
H -0.253 0.422 -4.267  0.4935
H 0.842 -0.100 -5.236  0.4833
O -4.324 1.128 -0.419  -0.9769
H -5.265 0.904 -0.434  0.4856
H -3.925 0.691 -1.194  0.5158
O 2.098 -1.489 2.595  -1.0627
H 2.361 -1.167 3.461  0.4568
H 2.877 -1.220 1.932  0.5477
O -1.785 2.304 -2.270  -0.9931
H -1.524 1.561 -1.649  0.5152
H -2.211 1.857 -3.009  0.4588



Record 7
DFT (ωB97M-V/def2-TZVPD) results for a cluster of 4 separate species, C27H56B2F6O17P3 in total at a distorted geometry.

The electronic energy is -4014.5428 a.u. As for the HOMO-LUMO gap: 5.67 eV. The total charge is -1. Its highest occupied orbital energy is -4.95 eV. As for the spin multiplicity: 1.

Each line ends with the Mulliken charge.
Atoms and positions in Å:
C 0.152 1.609 3.639  -1.2772
C 0.078 1.671 2.073  -0.0579
B 0.461 3.161 1.562  0.3065
O 0.315 4.239 2.499  -0.4607
B 0.972 3.566 0.005  0.0918
C 0.030 2.699 -1.070  0.5698
C -0.455 3.674 -2.131  -0.5177
O -1.454 4.310 -1.933  -0.5534
C 2.573 3.451 -0.236  -0.2585
O 3.236 4.436 -0.379  -0.5825
C 3.400 2.094 -0.254  1.5481
F 4.724 2.406 -0.089  -0.4100
F 3.098 1.292 0.805  -0.1350
C 3.243 1.252 -1.566  0.2491
F 2.862 2.022 -2.589  -0.3147
F 2.350 0.254 -1.299  -0.1899
C 4.552 0.502 -2.014  0.6409
F 5.416 1.299 -2.662  -0.3079
F 5.143 -0.155 -0.991  -0.1531
C 4.108 -0.632 -3.023  0.2457
O 3.278 -0.476 -3.828  -0.4681
O 4.741 -1.833 -2.875  -0.5160
H 0.462 0.595 3.963  0.2827
H 0.904 2.305 4.053  0.3044
H -0.820 1.888 4.089  0.3207
H 0.728 0.887 1.646  -0.0888
H -0.954 1.434 1.725  0.2892
H -0.633 4.388 2.638  0.2571
H 0.689 4.728 -0.150  -0.3247
H -0.841 2.244 -0.564  0.2381
H 0.560 1.882 -1.602  -0.5740
H 0.079 3.804 -3.105  0.3504
H 4.055 -2.508 -3.001  0.4000
O 6.412 -2.829 3.801  -0.8072
P 5.197 -2.778 4.685  0.9098
O 4.231 -3.891 3.959  -0.1923
C 4.515 -5.276 4.135  -0.3139
C 4.123 -5.763 5.519  -1.1314
O 4.494 -1.436 4.041  -0.1779
C 5.254 -0.451 3.337  -0.7686
C 5.192 -0.708 1.845  -0.5290
O 4.121 -2.643 5.966  -0.3116
C 4.586 -1.960 7.147  -0.3665
C 4.801 -0.474 6.919  -0.9723
H 5.574 -5.469 3.939  0.3024
H 3.934 -5.815 3.383  0.3249
H 4.756 -5.311 6.287  0.2518
H 4.226 -6.848 5.589  0.4151
H 3.092 -5.489 5.748  0.2832
H 6.286 -0.421 3.691  0.4289
H 4.814 0.522 3.566  0.4085
H 5.413 -1.749 1.602  0.3311
H 5.891 -0.066 1.310  0.4124
H 4.191 -0.509 1.470  -0.1089
H 5.505 -2.434 7.502  0.3129
H 3.822 -2.105 7.912  0.3379
H 5.666 -0.296 6.276  0.2497
H 4.980 0.036 7.867  0.4353
H 3.934 -0.026 6.433  0.2197
O 0.130 -5.637 -1.302  -0.8286
P 0.007 -4.258 -0.713  1.2368
O 0.028 -4.584 0.893  -0.3522
C 1.269 -4.938 1.500  -0.6071
C 2.179 -3.735 1.644  0.1452
O -1.621 -4.049 -0.915  -0.3875
C -2.332 -4.785 -1.905  -0.3595
C -2.983 -6.015 -1.303  -1.2284
O 0.131 -2.617 -0.407  -0.2010
C 0.480 -1.751 -1.510  0.5319
C -0.615 -1.662 -2.556  -1.3209
H 1.759 -5.730 0.922  0.2893
H 1.033 -5.344 2.485  0.3205
H 2.501 -3.376 0.662  0.1116
H 3.072 -3.978 2.224  -0.2368
H 1.660 -2.912 2.136  0.2379
H -1.677 -5.052 -2.736  0.3791
H -3.102 -4.122 -2.309  0.4009
H -2.283 -6.591 -0.697  0.2979
H -3.388 -6.663 -2.083  0.3577
H -3.801 -5.723 -0.640  0.2989
H 1.416 -2.096 -1.959  0.0184
H 0.662 -0.763 -1.086  -0.0836
H -0.710 -2.600 -3.110  0.3295
H -0.391 -0.872 -3.276  0.4613
H -1.580 -1.456 -2.093  0.3268
O -7.376 2.944 -5.244  -0.7956
P -6.756 3.531 -4.007  1.1945
O -7.753 2.949 -2.838  -0.3365
C -7.648 1.577 -2.470  -0.3250
C -6.406 1.306 -1.638  -0.9417
O -7.371 5.063 -4.126  -0.3633
C -7.785 5.583 -5.384  -0.3534
C -9.280 5.414 -5.576  -1.2095
O -5.688 4.098 -2.859  -0.3038
C -4.366 4.483 -3.314  -0.2096
C -4.388 5.723 -4.187  -1.0458
H -7.662 0.948 -3.366  0.2814
H -8.538 1.339 -1.885  0.3163
H -5.499 1.443 -2.231  0.2235
H -6.413 0.282 -1.259  0.4035
H -6.348 1.995 -0.795  0.2408
H -7.228 5.119 -6.200  0.3866
H -7.531 6.647 -5.393  0.3855
H -9.607 4.397 -5.354  0.2985
H -9.572 5.661 -6.599  0.3563
H -9.825 6.072 -4.894  0.2941
H -3.908 3.645 -3.844  0.2586
H -3.770 4.676 -2.424  0.3013
H -4.844 5.515 -5.160  0.2750
H -3.373 6.080 -4.364  0.4174
H -4.968 6.519 -3.719  0.2646



Record 8
DFT (ωB97M-V/def2-TZVPD) results for the molecule C2H6ClFSi at a distorted geometry.

The electronic energy is -929.4748 a.u. As for the HOMO-LUMO gap: 11.80 eV. The energy above the lowest of the compared OMol25 structures with the same formula, charge and spin is 6.4 kcal/mol. Its highest occupied orbital energy is -11.09 eV. As for the spin multiplicity: 1. As for the structure (SMILES): C[Si](C)(F)Cl.

Each line ends with the natural charge from an NBO analysis.
Atoms and positions in Å:
C -0.329 0.683 1.580  -1.1018
C -0.373 -0.375 -1.593  -1.1912
F 0.475 -1.999 0.397  -0.6618
Si 0.366 -0.349 0.058  1.8212
Cl 2.339 -0.041 -0.203  -0.3913
H -0.098 1.725 1.259  0.2394
H -1.361 0.629 1.896  0.2525
H 0.393 0.595 2.400  0.2556
H 0.186 0.516 -2.040  0.2494
H -0.157 -1.304 -2.118  0.2743
H -1.440 -0.081 -1.637  0.2537



> Number 5 is which compound?

C9H36N4O9